Entry 1:
# C32H54BCl33I3N2O4

12 unconnected molecules or ions with the total composition C32H54BCl33I3N2O4 in a non-equilibrium geometry (wB97M-V/def2-TZVPD, the OMol25 dataset).

Last column: Löwdin charge in e.
Cartesian coordinates (Å):
I -3.18126 -1.45748 -0.64096  0.978
I 0.37484 0.89238 -2.51188  0.895
I 1.44535 -3.12267 2.94759  1.000
Cl -0.49603 6.27744 -0.89702  0.518
Cl 4.42929 1.62004 -4.43606  0.549
Cl 8.33581 6.00750 5.91445  0.520
Cl 0.79266 10.77049 1.91152  0.505
Cl 11.08791 6.26721 4.99675  0.496
Cl 8.15249 7.91233 1.35172  0.518
Cl 0.40820 13.19845 0.34922  0.525
Cl 10.72780 6.06705 0.27136  0.533
Cl -1.98899 8.54343 0.16128  0.543
Cl 2.88549 4.30294 -1.04351  0.491
Cl -3.39855 6.14273 -0.69487  0.526
Cl -9.19283 -6.92615 -3.49701  0.490
Cl 11.42028 8.05933 2.28006  0.508
Cl 12.84529 7.99520 -0.25940  0.536
Cl 6.62828 8.68251 -1.00778  0.519
Cl 2.24781 -7.68300 1.74627  0.538
Cl 9.51760 8.64900 5.58364  0.521
Cl 3.14493 -5.48776 0.05532  0.511
Cl -14.61348 -5.87652 -4.28077  0.528
Cl 3.07368 6.78260 -2.55979  0.525
Cl -12.82980 -3.57391 -4.28891  0.524
Cl 7.92974 10.08709 -4.62562  0.515
Cl 6.35943 12.46888 -4.03873  0.526
Cl 3.64853 1.13661 -1.67194  0.509
Cl -8.84946 -7.81551 -6.24917  0.523
Cl -11.80392 -6.21325 -4.97087  0.534
Cl -8.68038 -9.73633 -4.06616  0.536
Cl 5.17764 9.82737 -3.70791  0.474
Cl 2.05574 11.03761 -0.69940  0.509
Cl 5.77090 3.03814 -2.27442  0.537
Cl 3.53601 6.79540 0.31593  0.522
Cl 0.56396 -6.74457 -0.43723  0.548
Cl 7.06145 5.86512 -0.40957  0.542
O -0.02639 2.93493 2.21753  -0.227
O 2.96112 1.11246 2.64263  0.018
O -4.48750 -7.40317 -2.54602  -0.266
O 1.05188 0.57703 4.06755  0.052
N 1.81281 0.12245 0.34112  -0.138
N -0.29360 -1.72696 0.69186  0.020
C 1.08479 -2.24091 0.98109  -0.608
C -1.74292 0.18072 -0.03541  -0.549
C 0.70797 0.60924 1.25183  -0.194
C -3.43108 -2.22554 2.93844  -0.246
C -2.59002 -8.95640 0.07261  -0.224
C 12.03918 7.02276 0.98312  -1.495
C -2.89740 -7.42343 0.60681  -0.216
C -3.16837 -8.04787 -2.47781  -0.222
C 6.31128 10.80761 -4.65320  -1.528
C 3.70842 5.86599 -1.18275  -1.547
C -2.13671 2.46143 -1.52086  -0.172
C -2.62532 -6.05749 3.00133  -0.198
C -9.45680 -8.25169 -4.64287  -1.569
C -0.64039 -0.27307 1.05521  -0.298
C -5.48696 -8.23937 -3.23449  -0.140
C -1.52296 0.88704 -1.44866  -0.830
C 0.53348 2.25995 1.01835  -0.092
C 9.46945 6.98773 4.96916  -1.561
C 2.22919 -7.00372 0.10995  -1.506
C 0.63556 11.44255 0.27959  -1.552
C -2.92664 -0.70051 2.75843  -0.243
C 2.32386 -1.24325 0.58928  -0.229
C -2.00678 7.19841 -0.99193  -1.512
C 4.99347 1.52149 -2.75929  -1.469
C -2.08090 -7.25174 2.02175  -0.237
C -3.18449 -9.29479 -1.41428  -0.178
C -12.96137 -5.31302 -3.97628  -1.514
C -2.14853 -4.56972 2.40253  -0.225
C -1.29588 3.60709 1.93745  -0.087
C -1.41056 -0.32577 2.49879  -0.134
C 7.75089 7.49511 -0.32285  -1.512
C -2.40385 -3.34400 3.51371  -0.205
B 1.50135 0.71140 2.68231  -0.471
H -2.47185 -10.13357 -1.87735  0.120
H 1.20748 -3.17547 0.24035  0.100
H 2.80105 -1.62681 -0.43780  0.136
H 5.96343 10.83351 -5.68905  0.019
H -2.11780 -6.16666 4.07351  0.125
H 0.09689 2.57507 0.00858  0.093
H 4.77216 5.68119 -1.35294  -0.085
H -6.05445 -8.85956 -2.38842  0.092
H -2.09614 7.61049 -2.00032  0.024
H -4.05934 -7.31043 0.68744  0.127
H -3.79235 -6.10629 3.03006  0.120
H -0.94335 -7.13438 1.75218  0.053
H -1.31735 3.18794 -1.99825  0.057
H -2.09505 2.78126 1.69213  0.084
H -1.41543 -2.95539 3.99970  0.054
H -2.95997 -8.49985 -3.56045  0.125
H -1.18540 4.31985 1.01656  0.059
H -0.77657 -1.05255 3.20340  0.098
H 3.22718 -1.33842 1.36460  0.127
H -0.28187 -1.72412 -0.37514  0.145
H -2.96146 -3.91777 4.40371  0.119
H 2.98566 2.13364 2.68792  0.136
H 2.70622 -7.71874 -0.56522  0.025
H -3.11322 -9.72277 0.82382  0.123
H 12.77269 6.33530 1.41209  0.025
H -2.46784 -6.63429 -0.17406  0.089
H -5.04294 -9.03134 -3.97263  0.104
H -1.35973 0.81009 2.88451  0.147
H -2.48322 0.91537 0.55980  0.093
H -10.53209 -8.43243 -4.71862  -0.027
H -4.34400 -2.19226 3.71397  0.127
H -3.95151 -2.71385 1.98020  0.061
H -4.24447 -9.82833 -1.30836  0.119
H -1.44494 -9.22363 0.07181  0.103
H -1.02420 -4.70838 2.12054  0.043
H -0.94644 -2.42622 1.10262  0.113
H -2.20819 0.39017 -2.30918  0.019
H 9.12160 7.01363 3.93332  -0.040
H -0.24544 10.99965 -0.19193  -0.018
H -3.21724 -0.18358 3.80524  0.144
H -2.30571 -7.26996 -2.28895  0.118
H 2.51313 0.84572 0.09810  -0.009
H 1.25639 1.40447 4.59448  0.136
H 5.73208 0.71872 -2.69106  0.028
H -2.46192 2.84069 -0.46440  0.048
H -2.21046 -8.28951 2.59825  0.124
H -2.74727 -4.42817 1.41075  0.091
H -6.26567 -7.56101 -3.78511  0.070
H -12.72456 -5.49274 -2.92449  0.022
H -3.69330 -0.15190 2.02214  0.096
H 8.67132 7.51151 -0.91208  -0.006
H -3.07099 2.54057 -2.21952  0.093
H 1.66831 2.64257 0.99212  0.121
H -1.63760 4.21633 2.87957  0.126

Highest occupied orbital energy in eV: -11.0
Max |F| in hartree/bohr: 0.081
Net charge: +1
HOMO-LUMO gap in eV: 8.09
Total energy in hartree: -17765.81355

***

Entry 2:
# C4H6O

A single C4H6O molecule in a non-equilibrium geometry (wB97M-V/def2-TZVPD, the OMol25 dataset).

Last column: natural (NBO) charge in e.
Cartesian coordinates (Å):
O -0.30693 1.17124 -0.56771  -0.511
C -0.49505 -0.78082 0.67216  -0.226
C -0.87867 0.67566 0.65057  -0.098
C 0.32930 -1.01986 -0.34582  -0.214
C 0.73038 0.29048 -0.94869  -0.118
H 0.79532 -1.95876 -0.60434  0.219
H 1.23014 0.51240 -1.87208  0.222
H -0.81146 -1.47215 1.45073  0.220
H 1.85073 0.51211 -0.57544  0.139
H -1.96767 0.83026 0.63192  0.193
H -0.47608 1.23944 1.50871  0.175

Highest occupied orbital energy in eV: -8.8
Max |F| in hartree/bohr: 0.056
Net charge: 0
Energy above the lowest of the compared OMol25 structures with the same formula, charge and spin in kJ/mol: 130.71
HOMO-LUMO gap in eV: 9.94
Total energy in hartree: -231.17393

***

Question: Which value of total energy does entry 1 give?
Answer: -17765.81355 hartree

***

Question: What is the formula in the first record?
Answer: C32H54BCl33I3N2O4

***

Question: Which of these has the highest max |F|?
Answer: C32H54BCl33I3N2O4